# 1
{"formula": "C35H59CrN6O2P2S2", "method": "ωB97M-V/def2-TZVPD", "species": ["Cr", "N", "C", "C", "N", "C", "C", "N", "C", "C", "N", "H", "H", "H", "H", "H", "H", "C", "C", "C", "O", "P", "S", "S", "O", "C", "C", "C", "H", "H", "H", "H", "H", "H", "H", "H", "H", "H", "H", "H", "H", "H", "C", "C", "C", "C", "C", "C", "P", "C", "C", "C", "C", "C", "C", "C", "C", "C", "C", "C", "C", "H", "H", "H", "H", "H", "H", "H", "H", "H", "H", "H", "H", "H", "H", "H", "H", "H", "H", "H", "H", "H", "H", "H", "H", "H", "H", "H", "H", "H", "H", "H", "H", "H", "N", "C", "C", "C", "N", "C", "C", "H", "H", "H", "H", "H", "H"], "coordinates": [[-1.552, 1.607, 0.161], [-2.968, 5.368, -1.169], [-1.752, 5.617, -1.764], [-0.974, 4.541, -1.482], [-1.686, 3.641, -0.722], [-2.888, 4.174, -0.562], [-3.897, 3.422, 0.156], [-3.574, 2.215, 0.574], [-4.682, 1.695, 1.196], [-5.683, 2.614, 1.145], [-5.170, 3.708, 0.480], [-3.771, 5.974, -1.212], [-1.558, 6.515, -2.322], [0.043, 4.368, -1.783], [-4.680, 0.707, 1.626], [-6.693, 2.594, 1.514], [-5.675, 4.556, 0.284], [2.056, -4.951, -2.165], [1.611, -4.640, -0.751], [2.242, -5.536, 0.295], [0.175, -4.817, -0.694], [-0.715, -3.566, -0.206], [-0.524, -2.099, -1.542], [-0.331, -3.123, 1.676], [-2.170, -4.251, -0.247], [-2.705, -5.166, -1.232], [-2.286, -4.878, -2.662], [-2.406, -6.594, -0.811], [3.131, -4.794, -2.269], [1.535, -4.304, -2.870], [1.835, -5.993, -2.408], [1.839, -3.594, -0.526], [2.008, -6.582, 0.085], [1.861, -5.282, 1.284], [3.328, -5.417, 0.287], [-3.787, -5.001, -1.158], [-1.221, -5.059, -2.803], [-2.494, -3.846, -2.940], [-2.843, -5.546, -3.321], [-1.340, -6.795, -0.902], [-2.955, -7.292, -1.446], [-2.703, -6.753, 0.226], [3.800, -1.320, 2.380], [2.435, -1.167, 3.045], [1.716, 0.092, 2.532], [2.116, 0.385, 1.073], [2.357, -0.922, 0.314], [3.636, -1.568, 0.869], [0.978, 1.556, 0.255], [1.231, 3.198, 1.084], [2.679, 3.627, 1.394], [2.718, 4.714, 2.480], [1.521, 5.650, 2.359], [0.209, 4.887, 2.629], [0.352, 3.389, 2.325], [1.621, 1.866, -1.455], [0.858, 1.042, -2.496], [1.226, 1.480, -3.912], [2.756, 1.554, -4.127], [3.523, 1.007, -2.927], [3.159, 1.763, -1.649], [4.355, -2.140, 2.836], [4.397, -0.418, 2.555], [2.528, -1.118, 4.131], [1.830, -2.044, 2.810], [1.983, 0.953, 3.154], [0.634, -0.051, 2.608], [3.062, 0.934, 1.091], [2.455, -0.763, -0.760], [1.491, -1.571, 0.451], [4.507, -1.174, 0.335], [3.609, -2.641, 0.666], [0.839, 3.887, 0.327], [3.141, 4.000, 0.476], [3.283, 2.780, 1.722], [3.657, 5.265, 2.413], [2.708, 4.250, 3.470], [1.506, 6.083, 1.353], [1.615, 6.488, 3.050], [-0.591, 5.303, 2.007], [-0.104, 5.021, 3.667], [-0.646, 2.946, 2.190], [0.790, 2.859, 3.172], [1.342, 2.912, -1.619], [-0.225, 1.161, -2.351], [1.040, -0.023, -2.348], [0.776, 2.459, -4.107], [0.771, 0.789, -4.624], [3.061, 2.591, -4.294], [3.037, 1.006, -5.026], [4.598, 1.085, -3.096], [3.307, -0.058, -2.805], [3.577, 2.772, -1.702], [3.642, 1.281, -0.800], [-5.016, -3.258, 1.484], [-4.119, -2.277, 1.216], [-3.940, -1.785, -0.086], [-3.008, -0.810, -0.309], [-2.259, -0.259, 0.668], [-2.424, -0.740, 1.912], [-3.348, -1.701, 2.233], [-5.364, -3.801, 0.712], [-4.917, -3.764, 2.348], [-4.470, -2.219, -0.924], [-2.829, -0.458, -1.318], [-1.762, -0.345, 2.673], [-3.392, -2.080, 3.244]], "lowdin_spin": [3.85, 0.00, 0.00, 0.00, 0.01, 0.01, 0.01, 0.00, 0.00, 0.00, 0.01, 0.00, 0.00, 0.00, 0.00, 0.00, 0.00, 0.00, 0.00, 0.00, 0.00, 0.00, 0.00, 0.00, 0.00, 0.00, 0.00, 0.00, 0.00, 0.00, 0.00, 0.00, 0.00, 0.00, 0.00, 0.00, 0.00, 0.00, 0.00, 0.00, 0.00, 0.00, 0.00, 0.00, 0.00, 0.00, 0.00, 0.00, 0.00, 0.00, 0.00, 0.00, 0.00, 0.00, 0.01, 0.00, 0.01, 0.00, 0.00, 0.00, 0.00, 0.00, 0.00, 0.00, 0.00, 0.00, 0.00, 0.00, 0.00, 0.00, 0.00, 0.00, 0.00, 0.00, 0.00, 0.00, 0.00, 0.00, 0.00, 0.00, 0.00, 0.01, 0.00, 0.00, 0.01, 0.00, 0.00, 0.00, 0.00, 0.00, 0.00, 0.00, 0.00, 0.00, 0.01, 0.01, 0.00, 0.02, 0.00, 0.01, 0.00, 0.00, 0.00, 0.00, 0.00, 0.00, 0.00], "e_lumo_ev": [-3.2, -3.2], "e_above_lowest_kj_mol": 17.9, "charge": 1, "multiplicity": 5}

# 2
{"formula": "C4F6OS", "method": "ωB97M-V/def2-TZVPD", "species": ["C", "C", "C", "C", "O", "F", "F", "F", "F", "F", "F", "S"], "coordinates": [[-2.176, 0.940, -0.068], [2.039, 0.429, -0.028], [-2.244, -0.334, -0.266], [1.243, -0.557, 0.458], [1.587, -2.304, -1.447], [-1.409, 1.794, -0.837], [-2.652, 1.728, 0.867], [2.877, 0.370, -1.058], [2.032, 1.587, 0.586], [-2.667, -1.286, 0.446], [0.563, -0.215, 1.559], [0.808, -2.152, -0.212]], "lowdin_charge": [-0.35, -0.33, -0.01, -0.46, -0.53, 0.06, 0.15, 0.15, 0.17, 0.14, 0.02, 0.99], "e_lumo_ev": [-1.8, -1.8]}

# 3
{"formula": "C4H9NO", "method": "ωB97M-V/def2-TZVPD", "species": ["C", "C", "O", "C", "N", "C", "H", "H", "H", "H", "H", "H", "H", "H", "H"], "coordinates": [[-0.703, -0.121, -1.118], [-1.574, -0.752, 1.603], [-0.732, 0.298, 1.777], [0.185, 0.673, 0.971], [0.437, -0.014, -0.193], [1.708, 0.287, -0.822], [-1.616, 0.240, -0.640], [-0.510, 0.478, -2.015], [-0.869, -1.163, -1.410], [-2.073, -0.972, 2.539], [-1.146, -1.565, 1.020], [0.755, 1.544, 1.278], [1.800, 1.350, -1.106], [1.804, -0.312, -1.731], [2.535, 0.030, -0.154]], "lowdin_charge": [-0.07, -0.07, -0.07, -0.21, -0.22, -0.08, 0.07, 0.09, 0.09, 0.04, 0.04, 0.14, 0.09, 0.09, 0.09], "e_lumo_ev": [0.8, 0.8], "e_above_lowest_kj_mol": 451.1}

# 4
{"formula": "C31H35N6O5OsS", "method": "ωB97M-V/def2-TZVPD", "species": ["Os", "C", "C", "C", "C", "N", "C", "C", "C", "C", "C", "C", "N", "C", "C", "C", "C", "C", "N", "H", "H", "H", "H", "H", "H", "H", "H", "H", "H", "H", "C", "N", "C", "C", "C", "N", "C", "C", "O", "H", "H", "H", "H", "H", "H", "H", "H", "H", "H", "H", "H", "C", "C", "C", "C", "C", "C", "C", "S", "O", "O", "N", "C", "C", "C", "O", "O", "H", "H", "H", "H", "H", "H", "H", "H", "H", "H", "H", "H"], "coordinates": [[0.395, 0.315, -0.568], [0.799, -1.418, 3.431], [-0.252, -2.317, 3.459], [-1.103, -2.403, 2.365], [-0.870, -1.604, 1.264], [0.176, -0.739, 1.238], [0.980, -0.640, 2.301], [-1.719, -1.594, 0.050], [-2.811, -2.401, -0.200], [-3.484, -2.249, -1.407], [-3.062, -1.317, -2.346], [-1.956, -0.544, -2.056], [-1.338, -0.686, -0.868], [-1.308, 0.440, -2.954], [-1.794, 0.794, -4.196], [-1.089, 1.712, -4.964], [0.082, 2.256, -4.466], [0.519, 1.870, -3.211], [-0.161, 0.983, -2.475], [1.476, -1.312, 4.267], [-0.416, -2.944, 4.325], [-1.936, -3.090, 2.375], [1.781, 0.084, 2.230], [-3.133, -3.143, 0.515], [-4.339, -2.876, -1.624], [-3.576, -1.225, -3.291], [-2.709, 0.359, -4.571], [-1.454, 1.994, -5.942], [0.660, 2.969, -5.037], [1.430, 2.259, -2.773], [-2.922, 2.360, 1.643], [-2.033, 3.505, 1.553], [-2.522, 4.756, 2.152], [-1.828, 5.951, 1.539], [-0.333, 5.730, 1.605], [0.025, 4.456, 0.986], [1.355, 4.355, 0.427], [-0.834, 3.363, 0.943], [-0.502, 2.319, 0.382], [-3.419, 2.382, 2.612], [-2.356, 1.440, 1.534], [-3.684, 2.416, 0.861], [-2.352, 4.706, 3.233], [-3.599, 4.790, 1.990], [-2.092, 6.855, 2.086], [-2.143, 6.086, 0.503], [0.025, 5.712, 2.644], [0.224, 6.508, 1.084], [2.071, 4.730, 1.163], [1.421, 4.999, -0.457], [1.586, 3.329, 0.159], [4.356, -7.142, -4.560], [3.546, -6.056, -3.920], [3.333, -6.033, -2.543], [2.588, -5.028, -1.951], [2.047, -4.034, -2.758], [2.235, -4.034, -4.141], [2.984, -5.044, -4.707], [1.128, -2.754, -2.037], [0.094, -2.288, -2.924], [0.807, -3.077, -0.672], [2.128, -1.398, -1.912], [3.469, -1.603, -1.316], [3.829, -0.507, -0.308], [3.388, 0.852, -0.788], [4.020, 1.625, -1.438], [2.099, 1.175, -0.425], [4.615, -7.923, -3.849], [5.282, -6.732, -4.968], [3.810, -7.594, -5.388], [3.749, -6.819, -1.927], [2.406, -5.027, -0.884], [1.778, -3.273, -4.761], [3.129, -5.064, -5.779], [2.199, -0.987, -2.840], [4.209, -1.645, -2.114], [3.482, -2.565, -0.805], [4.910, -0.487, -0.179], [3.367, -0.717, 0.657]], "lowdin_spin": [3.00, 0.00, 0.02, 0.00, 0.01, 0.04, 0.02, 0.02, 0.00, 0.03, 0.00, 0.02, 0.01, 0.01, 0.00, 0.02, 0.00, 0.02, 0.04, 0.00, 0.00, 0.00, 0.00, 0.00, 0.00, 0.00, 0.00, 0.00, 0.00, 0.00, 0.00, 0.01, 0.00, 0.00, 0.00, 0.01, 0.00, 0.01, 0.15, 0.00, 0.00, 0.00, 0.00, 0.00, 0.00, 0.00, 0.00, 0.00, 0.00, 0.00, 0.00, 0.00, 0.00, 0.00, 0.00, 0.00, 0.00, 0.00, 0.00, 0.00, 0.01, 0.12, 0.01, 0.01, 0.02, 0.03, 0.33, 0.00, 0.00, 0.00, 0.00, 0.00, 0.00, 0.00, 0.00, 0.00, 0.00, 0.00, 0.00], "e_lumo_ev": [-9.6, -11.5], "charge": 3, "multiplicity": 5}

| no. | E_tot (Ha) |
| --- | --- |
| 1 | -4371.6398 |
| 2 | -1224.8074 |
| 3 | -287.6606 |
| 4 | -2395.0044 |